DFT (the ωB97M-V functional and the def2-TZVPD basis) results for 2 unconnected molecules or ions with the total composition C2H3Cl2NOSi in a non-equilibrium geometry.

Each line ends with the Löwdin charge.
Geometry (Å):
1 C 1.42789 -1.22882 1.32359  -0.42
2 C -1.18507 0.21702 -2.04940  -0.29
3 N 0.95870 -1.04179 2.41463  0.18
4 O 1.80040 -1.59190 0.28758  0.16
5 Si -0.88428 1.16198 -0.63301  -0.17
6 Cl 0.16502 2.87734 -0.72899  0.30
7 Cl -1.72531 0.97345 1.27804  0.23
8 H 1.50880 -0.95078 3.21996  0.07
9 H -1.50704 -0.82446 -2.19764  -0.02
10 H -0.55910 0.40795 -2.91475  -0.04

For the strongest force on any atom, the calculation gives 1.52 eV Å⁻¹. Its energy relative to the best compared isomer or geometry (same formula, charge and spin) is 254.1 kJ/mol. Its total charge is 0. As for the total energy: -1417.915452 Ha. For the gap between HOMO and LUMO, the calculation gives 8.698 eV. The SMILES is C=[Si](Cl)Cl.N=C=O. As for the HOMO energy: -8.706 eV.